1.
Density functional theory data (the ωB97M-V functional and the def2-TZVPD basis) for C5H10O3Tb as an isolated structure at a distorted geometry.

Each line ends with the Löwdin spin population.
Element x y z (Å)
C  2.57  0.33  0.51  0.01
O  1.73  1.32  0.01  0.04
C  2.16  -1.06  0.05  0.00
O  0.77  -1.22  0.38  -0.19
C  -0.10  -1.57  -0.59  -0.51
C  -1.52  -1.45  -0.18  -0.08
O  -1.80  -0.05  0.06  0.00
C  -3.13  0.23  0.49  0.00
Tb  -0.13  1.24  -0.03  7.77
H  2.60  0.34  1.62  0.00
H  3.61  0.48  0.17  0.00
H  2.72  -1.85  0.57  0.00
H  2.30  -1.16  -1.04  0.00
H  0.24  -2.01  -1.52  -0.03
H  -1.73  -1.99  0.76  -0.01
H  -2.18  -1.80  -0.99  0.00
H  -3.23  1.31  0.59  0.00
H  -3.84  -0.14  -0.27  0.00
H  -3.31  -0.26  1.46  0.00

## Properties
Multiplicity ... 8
HOMO-LUMO gap (alpha / beta) ... 9.49 / 7.58 eV
E_HOMO (alpha / beta) ... -18.783 / -16.691 eV
Expectation value of S² ... 16.74
Lowest unoccupied orbital energy (alpha / beta) ... -0.341 / -0.335 hartree
Total charge ... +2
Calculated total energy ... -33904.9399 eV
ΔE to the lowest compared entry with this formula, charge and spin ... 0.64 kcal/mol

***

2.
Density functional theory data (the ωB97M-V functional and the def2-TZVPD basis) for a 2-piece molecular cluster, C5H10O4 overall.

Each line ends with the Löwdin charge.
Element x y z (Å)
C  1.03  2.20  -0.87  0.04
C  1.81  0.95  -0.66  -0.54
O  1.77  -0.07  -1.31  0.08
O  2.59  1.05  0.42  0.00
O  3.31  -0.12  0.69  0.02
H  0.04  2.04  -0.45  0.07
H  0.93  2.40  -1.93  0.10
H  1.51  3.03  -0.35  0.09
H  3.06  -0.71  -0.06  0.09
C  -0.43  -1.30  0.90  -0.02
C  -1.57  -0.43  0.44  -0.49
C  -2.81  -1.18  0.03  -0.02
O  -1.48  0.77  0.38  0.06
H  0.12  -1.62  0.02  0.09
H  0.24  -0.74  1.54  0.09
H  -0.80  -2.19  1.42  0.08
H  -3.28  -1.59  0.92  0.09
H  -2.55  -2.00  -0.63  0.09
H  -3.51  -0.51  -0.47  0.08

## Properties
Multiplicity ... 1
SMILES ... CC(=O)OO.CC(C)=O
HOMO-LUMO gap ... 10.73 eV
E_HOMO ... -9.919 eV
Lowest unoccupied orbital energy ... 0.030 hartree
Calculated total energy ... -13534.9396 eV
ΔE to the lowest compared entry with this formula, charge and spin ... 68.09 kcal/mol

***

3.
Density functional theory data (the ωB97M-V functional and the def2-TZVPD basis) for the molecule C5H10O5 at a distorted geometry.

Each line ends with the Löwdin charge.
Element x y z (Å)
O  0.84  -1.33  1.95  -0.04
C  -0.42  -1.27  1.33  -0.20
C  -0.58  0.13  0.77  -0.17
O  -1.86  0.21  0.00  -0.06
C  -1.75  1.34  -0.78  -0.15
O  -0.31  1.43  -1.14  -0.01
C  0.43  0.61  -0.30  -0.48
O  1.32  1.40  0.52  0.03
C  1.10  -0.48  -1.13  -0.17
O  1.80  0.06  -2.22  -0.02
H  0.97  -2.19  2.35  0.10
H  -1.23  -1.46  2.04  0.13
H  -0.50  -2.01  0.52  0.13
H  -0.67  0.86  1.59  0.17
H  -1.98  2.25  -0.20  0.14
H  -2.35  1.25  -1.69  0.14
H  1.85  0.81  1.07  0.10
H  0.33  -1.20  -1.45  0.14
H  1.83  -1.02  -0.51  0.13
H  1.18  0.61  -2.72  0.09

## Properties
Multiplicity ... 1
SMILES ... OC[C@@H]1OCO[C@]1(O)CO
HOMO-LUMO gap ... 10.42 eV
E_HOMO ... -9.901 eV
Lowest unoccupied orbital energy ... 0.019 hartree
Calculated total energy ... -15583.2754 eV
ΔE to the lowest compared entry with this formula, charge and spin ... 43.56 kcal/mol

***

4.
Density functional theory data (the ωB97M-V functional and the def2-TZVPD basis) for an isolated ion of composition C5H10O5P and charge -1 at a distorted geometry.

Each line ends with the Löwdin charge.
Element x y z (Å)
O  2.22  0.32  1.39  -0.30
P  1.73  0.15  0.04  0.38
O  2.44  -0.57  -1.09  -0.34
O  1.33  1.67  -0.46  -0.26
C  0.14  2.27  0.02  -0.22
C  -0.76  1.12  0.73  -0.12
C  -0.36  -0.27  0.07  -0.39
C  -0.82  -0.39  -1.31  -0.24
O  -0.19  -1.56  -2.00  -0.10
C  -0.70  -1.53  0.78  -0.22
O  0.43  -2.42  1.04  -0.08
H  -0.50  2.72  -0.71  0.09
H  0.56  2.96  0.67  0.09
H  -0.47  1.05  1.79  0.10
H  -1.79  1.53  0.74  0.10
H  -0.66  0.54  -1.93  0.13
H  -1.91  -0.55  -1.28  0.12
H  0.74  -1.58  -1.69  0.04
H  -1.47  -2.16  0.36  0.11
H  -1.19  -1.33  1.77  0.11
H  1.24  -1.95  1.07  0.02

## Properties
Multiplicity ... 1
SMILES ... O=[P@]1([O-])OCCC1(CO)CO
HOMO-LUMO gap ... 8.86 eV
E_HOMO ... -5.231 eV
Lowest unoccupied orbital energy ... 0.133 hartree
Total charge ... -1
Calculated total energy ... -24876.2725 eV

***

5.
Density functional theory data (the ωB97M-V functional and the def2-TZVPD basis) for the molecule C5H10O5S at a distorted geometry.

Each line ends with the Löwdin charge.
Element x y z (Å)
C  0.24  -1.33  -1.01  -0.11
C  -0.98  -1.07  -0.10  -0.27
C  -1.18  0.45  0.35  -0.36
C  -0.18  0.80  1.34  -0.12
C  1.64  0.26  0.07  -0.78
O  1.39  -1.06  -0.23  -0.12
O  -2.17  -1.54  -0.74  -0.02
O  -1.13  1.37  -0.68  0.05
O  0.22  0.05  2.48  -0.07
O  1.84  1.13  -0.95  -0.03
S  2.92  0.11  1.27  0.87
H  0.40  -2.33  -1.33  0.12
H  -0.03  -0.81  -1.96  0.15
H  -0.92  -1.59  0.83  0.13
H  -2.14  0.54  0.78  0.15
H  -0.28  1.81  1.52  0.12
H  -2.27  -1.07  -1.59  0.11
H  -0.28  1.71  -0.61  0.04
H  -0.14  -0.85  2.37  0.11
H  2.32  2.04  -0.78  0.19
H  2.01  -0.07  2.22  -0.14

## Properties
Multiplicity ... 1
HOMO-LUMO gap ... 8.27 eV
E_HOMO ... -7.858 eV
Lowest unoccupied orbital energy ... 0.015 hartree
Calculated total energy ... -26415.5260 eV
ΔE to the lowest compared entry with this formula, charge and spin ... 31.93 kcal/mol

***

6.
Density functional theory data (the ωB97M-V functional and the def2-TZVPD basis) for the molecule C5H10OS2 at a distorted geometry.

Each line ends with the Löwdin charge.
Element x y z (Å)
C  -1.87  -1.19  -0.96  -0.38
S  -0.49  -2.33  -0.76  0.86
C  0.52  -1.59  0.44  -1.08
S  2.02  -2.29  0.76  0.58
C  0.12  -0.29  1.18  -0.26
C  1.09  0.82  0.79  -0.21
C  0.93  1.33  -0.63  -0.25
O  -0.45  1.57  -0.90  -0.11
H  -2.49  -1.68  -1.72  0.04
H  -1.47  -0.22  -1.31  0.03
H  -2.44  -1.06  -0.04  0.04
H  -0.91  0.01  1.11  0.08
H  0.32  -0.49  2.22  0.10
H  2.12  0.52  1.00  0.10
H  0.87  1.68  1.41  0.11
H  1.50  2.26  -0.85  0.12
H  1.31  0.58  -1.35  0.13
H  -0.69  2.37  -0.39  0.12

## Properties
Multiplicity ... 1
SMILES ... CSC(=S)CCCO
HOMO-LUMO gap ... 8.37 eV
E_HOMO ... -8.416 eV
Lowest unoccupied orbital energy ... -0.002 hartree
Calculated total energy ... -29064.4040 eV
ΔE to the lowest compared entry with this formula, charge and spin ... 11.85 kcal/mol

***

Copy entry 2 word for word.
Density functional theory data (the ωB97M-V functional and the def2-TZVPD basis) for a 2-piece molecular cluster, C5H10O4 overall.

Each line ends with the Löwdin charge.
Element x y z (Å)
C  1.03  2.20  -0.87  0.04
C  1.81  0.95  -0.66  -0.54
O  1.77  -0.07  -1.31  0.08
O  2.59  1.05  0.42  0.00
O  3.31  -0.12  0.69  0.02
H  0.04  2.04  -0.45  0.07
H  0.93  2.40  -1.93  0.10
H  1.51  3.03  -0.35  0.09
H  3.06  -0.71  -0.06  0.09
C  -0.43  -1.30  0.90  -0.02
C  -1.57  -0.43  0.44  -0.49
C  -2.81  -1.18  0.03  -0.02
O  -1.48  0.77  0.38  0.06
H  0.12  -1.62  0.02  0.09
H  0.24  -0.74  1.54  0.09
H  -0.80  -2.19  1.42  0.08
H  -3.28  -1.59  0.92  0.09
H  -2.55  -2.00  -0.63  0.09
H  -3.51  -0.51  -0.47  0.08

## Properties
Multiplicity ... 1
SMILES ... CC(=O)OO.CC(C)=O
HOMO-LUMO gap ... 10.73 eV
E_HOMO ... -9.919 eV
Lowest unoccupied orbital energy ... 0.030 hartree
Calculated total energy ... -13534.9396 eV
ΔE to the lowest compared entry with this formula, charge and spin ... 68.09 kcal/mol